a:
Entry from the OMol25 dataset: a gas-phase ion, C6H16N2 (charge -1) (ωB97M-V with the def2-TZVPD basis set).

Last column: Löwdin charge in e.
Element x y z (Å)
N 1.42489 -0.33635 1.13259  0.000
C 0.03833 -0.52488 1.66542  -0.481
C -0.25661 -2.02017 1.83188  -0.355
C -1.02397 0.07711 0.69923  -0.248
N -0.62965 1.37423 0.19820  -0.085
C -0.60573 1.59444 -1.22870  -0.275
C 0.56907 0.91524 -1.96774  -0.249
C 0.28228 -0.58510 -2.24094  -0.190
H 1.75628 -1.19658 0.72094  0.003
H 2.01688 -0.00773 1.88784  0.011
H 0.07509 -0.00494 2.62448  0.100
H 0.03668 -2.50619 0.89094  0.017
H -1.34734 -2.20666 1.81036  0.028
H 0.12172 -2.48993 2.73981  -0.001
H -1.90097 0.19320 1.33033  0.089
H -1.17883 -0.68720 -0.05320  0.085
H 0.29002 1.63206 0.52891  0.080
H -0.44376 2.67540 -1.33869  0.095
H -1.55420 1.36476 -1.69916  0.100
H 0.82500 1.38416 -2.91660  0.084
H 1.39517 0.95709 -1.25802  0.077
H 0.42018 -1.19689 -1.34915  0.024
H -0.76684 -0.69554 -2.52331  0.052
H 0.91540 -0.95936 -3.04174  0.040

Computed properties:
* total charge: -1
* 2S+1: 2
* expectation value of S²: 0.75
* E_LUMO (spin up / spin down): 3.87 / 3.77 eV
* highest occupied orbital energy (spin up / spin down): 1.38 / -5.13 eV
* HOMO-LUMO gap (spin up / spin down): 2.5 / 8.9 eV



b:
Entry from the OMol25 dataset: a gas-phase ion, C6H16N2 (charge -1) (ωB97M-V with the def2-TZVPD basis set).

Last column: Löwdin charge in e.
Element x y z (Å)
C -1.11735 -2.26907 0.06130  -0.303
C -1.13100 -3.08983 1.36537  -0.174
C 0.10185 -1.32172 -0.00279  -0.267
N -0.34609 0.06103 -0.29170  -0.187
C -0.43901 0.18856 -1.73446  -0.321
C 0.60974 0.93966 0.39587  -0.276
C 0.48988 2.42360 0.00905  -0.392
N 1.77778 3.09866 0.19713  -0.056
H -1.13889 -2.90492 -0.85671  0.077
H -2.08531 -1.79150 -0.09382  0.080
H -2.18247 -3.42480 1.48726  0.049
H -1.03709 -2.64870 2.36323  0.059
H -0.48948 -3.97835 1.28943  0.057
H 0.71845 -1.44708 0.89896  0.103
H 0.74940 -1.66043 -0.81482  0.081
H -0.05116 1.06409 -2.26642  0.026
H -0.04514 -0.65928 -2.34703  0.030
H -1.46643 -0.04808 -2.06219  0.022
H 0.55939 0.74445 1.50925  0.104
H 1.69504 0.72931 0.41196  0.095
H -0.35481 2.85076 0.55286  0.080
H 0.34932 2.53714 -1.05718  0.053
H 1.88470 4.01021 -0.22900  0.022
H 2.01877 3.19364 1.17750  0.037

Computed properties:
* total charge: -1
* 2S+1: 2
* expectation value of S²: 0.75
* E_LUMO (spin up / spin down): 3.82 / 3.73 eV
* highest occupied orbital energy (spin up / spin down): 1.50 / -5.02 eV
* HOMO-LUMO gap (spin up / spin down): 2.3 / 8.8 eV



c:
Entry from the OMol25 dataset: 2 unconnected molecules or ions with the total composition C6H16N2 (ωB97M-V with the def2-TZVPD basis set).

Last column: Löwdin charge in e.
Element x y z (Å)
C 0.39753 -1.36348 -1.69267  -0.117
C -0.99178 -1.68977 -1.15388  -0.509
C -1.30406 -3.17634 -1.26674  -0.134
C -1.13334 -1.22638 0.29239  -0.175
H 0.60322 -0.29620 -1.60816  0.053
H 1.15626 -1.88852 -1.10251  0.063
H 0.51794 -1.66719 -2.73364  0.062
H -1.72934 -1.14312 -1.75031  0.121
H -2.30462 -3.38671 -0.88361  0.063
H -0.58917 -3.75014 -0.67314  0.067
H -1.25220 -3.52948 -2.29824  0.062
H -0.82762 -0.19050 0.42506  0.042
H -2.17019 -1.30143 0.62677  0.047
H -0.52639 -1.83378 0.96900  0.044
C 1.09849 1.29273 2.56672  -0.402
N 1.38187 1.90138 1.26446  -0.077
C 0.36379 2.46260 0.54706  -0.464
N 0.34085 2.48570 -0.72833  0.033
H 2.04047 0.99553 3.03520  0.013
H 0.63489 2.02791 3.22264  0.015
H 0.46012 0.40952 2.50009  0.018
H 2.01077 1.37447 0.67557  0.096
H -0.39437 2.92118 1.17829  0.078
H -0.47253 3.01395 -1.03059  0.003

Computed properties:
* total charge: -1
* 2S+1: 2
* expectation value of S²: 0.75
* E_LUMO (spin up / spin down): 3.75 / 3.63 eV
* highest occupied orbital energy (spin up / spin down): 1.32 / -5.60 eV
* HOMO-LUMO gap (spin up / spin down): 2.4 / 9.2 eV



The calculated energies rank the structures as follows, beginning with the most stable: c, a, b.



a:
Entry from the OMol25 dataset: a molecular structure, C27H33KN8O6S2 (ωB97M-V with the def2-TZVPD basis set).

Last column: Löwdin charge in e.
Element x y z (Å)
K 0.98631 0.47438 0.14752  0.552
N 4.00693 -1.57023 4.55177  -0.010
C 3.25046 -0.67366 3.76469  -0.961
S 2.66239 -1.30636 2.26137  0.474
N 3.11230 0.49754 4.27950  -0.060
N 2.28125 1.40142 3.64553  0.006
C 2.85080 2.16076 2.80582  -0.164
C 2.12741 3.23628 2.09195  -0.291
C 2.58776 3.61487 0.83310  -0.035
C 1.91465 4.59244 0.11574  -0.060
C 0.81220 5.17955 0.71477  -0.083
C 0.43175 4.74747 1.97820  -0.167
N 1.05795 3.80164 2.66666  0.112
H 4.51483 -2.21822 3.96948  0.031
H 4.60482 -1.06925 5.19629  0.055
H 3.90362 2.01978 2.54406  0.119
H 3.44815 3.11719 0.40097  0.120
H 2.22915 4.83973 -0.89161  0.092
H 0.23704 5.94377 0.20696  0.095
H -0.43514 5.18842 2.46370  0.094
O 4.82083 2.73227 -4.70993  0.046
C 3.93430 2.30288 -3.98808  -0.309
C 3.60440 0.85960 -3.74903  -0.318
O 4.19336 -0.11099 -4.22106  0.028
C 2.45905 0.83062 -2.83316  -0.319
C 2.07731 2.18069 -2.49357  -0.336
O 1.13892 2.47988 -1.71275  -0.102
C 2.98971 3.11854 -3.15953  -0.316
O 2.99220 4.34528 -3.04228  0.016
O 1.89380 -0.19665 -2.37383  -0.099
C -4.21205 -2.11262 0.47681  -0.089
C -4.75608 -1.07170 -0.49197  -0.199
N -5.65375 -0.09780 0.13058  -0.058
C -6.98615 -0.58028 0.46404  -0.212
C -7.97330 -0.39886 -0.68210  -0.077
C -5.45002 1.24499 0.21729  -0.415
O -6.35848 2.00088 0.54867  0.041
C -4.10003 1.79712 -0.11765  -0.129
C -4.02363 2.93261 -0.91557  -0.013
C -2.78055 3.45813 -1.21163  -0.037
C -1.64878 2.85215 -0.67910  -0.109
N -1.71771 1.79147 0.12769  0.072
C -2.91431 1.28098 0.39131  -0.086
H -3.54345 -2.79824 -0.04310  0.034
H -5.01694 -2.69303 0.93070  0.061
H -3.63223 -1.65225 1.27717  0.067
H -5.31945 -1.57606 -1.28640  0.117
H -3.94166 -0.54237 -0.97769  0.115
H -7.33380 -0.04771 1.34792  0.117
H -6.89744 -1.63539 0.72426  0.105
H -8.08261 0.65966 -0.91378  0.069
H -8.95172 -0.79975 -0.40953  0.068
H -7.63062 -0.92246 -1.57639  0.066
H -4.93784 3.37739 -1.28931  0.116
H -2.67129 4.31865 -1.85788  0.104
H -0.65260 3.19763 -0.93027  0.080
H -2.92905 0.41540 1.04442  0.114
C 4.05828 -3.06201 -2.17889  -0.075
C 3.32607 -2.53343 -0.95696  -0.259
N 1.87270 -2.58406 -1.12618  0.016
C 0.95712 -3.11322 -0.32069  -0.878
S -0.64476 -2.51801 -0.28238  0.527
N 1.24979 -4.15371 0.49137  -0.013
C 2.32083 -5.12624 0.39109  -0.248
C 3.22556 -5.13055 1.61618  -0.098
H 5.13733 -3.00013 -2.02354  0.074
H 3.81470 -2.44855 -3.04814  0.064
H 3.79504 -4.10297 -2.38910  0.059
H 3.58162 -1.48112 -0.82338  0.104
H 3.60881 -3.02983 -0.03427  0.065
H 1.54722 -1.83621 -1.74150  0.071
H 0.49617 -4.36101 1.12456  0.101
H 2.88502 -4.92861 -0.51672  0.089
H 1.86847 -6.11668 0.26121  0.109
H 3.60980 -4.12925 1.81288  0.024
H 4.05207 -5.83170 1.47879  0.067
H 2.66517 -5.43093 2.50392  0.070

Computed properties:
* total charge: -2
* E_LUMO: 3.84 eV
* highest occupied orbital energy: -1.37 eV
* HOMO-LUMO gap: 5.2 eV



b:
Entry from the OMol25 dataset: a molecular structure, C27H33KN8O6S2 (ωB97M-V with the def2-TZVPD basis set).

Last column: Löwdin charge in e.
Element x y z (Å)
K 0.07008 -1.07900 0.74346  0.800
N -4.78761 -0.74481 1.42121  0.015
C -4.05863 -1.04239 0.27338  -1.023
S -4.25625 -2.57015 -0.43055  0.392
N -3.36634 -0.03528 -0.19668  -0.066
N -2.23127 -0.11398 -0.84257  -0.023
C -1.99765 0.76731 -1.75500  -0.144
C -0.72165 0.86887 -2.41978  -0.279
C -0.58374 1.72171 -3.53192  -0.044
C 0.61679 1.77834 -4.20464  -0.100
C 1.67546 0.98964 -3.76596  -0.092
C 1.46368 0.20574 -2.64184  -0.170
N 0.32011 0.14545 -1.97803  0.082
H -5.62752 -1.28563 1.52864  0.042
H -4.88514 0.24418 1.60065  0.065
H -2.78598 1.45738 -2.06591  0.104
H -1.42902 2.31739 -3.85357  0.098
H 0.73500 2.42938 -5.06327  0.093
H 2.62984 0.99304 -4.27530  0.086
H 2.26695 -0.41078 -2.24562  0.107
O 3.28579 -4.04148 5.36167  0.028
C 2.66893 -3.46213 4.47477  -0.323
C 1.71980 -2.32888 4.65966  -0.334
O 1.36349 -1.85153 5.73695  0.012
C 1.29025 -1.90255 3.32006  -0.347
C 1.92058 -2.76232 2.32555  -0.355
O 1.77124 -2.64296 1.08196  -0.179
C 2.73792 -3.76702 3.01857  -0.337
O 3.36549 -4.69447 2.50584  0.009
O 0.49200 -0.96849 3.04794  -0.167
C -0.84309 6.18987 4.55409  -0.072
C -1.58343 6.48716 3.24906  -0.233
N -0.77302 6.25016 2.06805  -0.062
C 0.00310 7.39264 1.58668  -0.222
C -0.54606 7.95139 0.27580  -0.078
C -0.47074 5.03777 1.48370  -0.382
O 0.31446 5.04698 0.54165  0.038
C -1.05493 3.74147 1.94181  -0.081
C -1.95986 3.47548 2.97410  -0.034
C -2.37105 2.17522 3.20226  -0.040
C -1.88191 1.15184 2.40964  -0.120
N -0.98816 1.36881 1.44866  0.049
C -0.59400 2.61116 1.23905  -0.053
H -1.49943 6.35792 5.41041  0.075
H 0.02784 6.84108 4.64258  0.072
H -0.49535 5.15782 4.57885  0.074
H -1.87114 7.53991 3.23611  0.112
H -2.50905 5.92136 3.18248  0.095
H 1.03726 7.08022 1.44047  0.117
H -0.01804 8.16424 2.35834  0.109
H -0.49666 7.17652 -0.48525  0.069
H 0.04529 8.80829 -0.05381  0.068
H -1.58396 8.26719 0.39955  0.069
H -2.35077 4.24049 3.62362  0.075
H -3.05727 1.95712 4.00974  0.105
H -2.21618 0.13158 2.55239  0.111
H 0.14044 2.76492 0.45857  0.123
C 0.29015 -8.05918 -2.94374  -0.096
C 0.36637 -6.66403 -3.54786  -0.274
N 0.44688 -5.65109 -2.50005  -0.047
C 0.84355 -4.36880 -2.88950  -0.892
S -0.23005 -3.13387 -3.10931  0.652
N 2.16605 -4.19947 -3.08230  -0.006
C 3.21676 -5.14531 -2.76422  -0.228
C 4.01556 -5.53853 -4.00889  -0.096
H 0.16390 -8.80085 -3.73484  0.064
H -0.55309 -8.13236 -2.25598  0.072
H 1.20042 -8.28638 -2.38836  0.069
H -0.51102 -6.48863 -4.18430  0.113
H 1.25113 -6.58530 -4.18206  0.096
H -0.43835 -5.57443 -2.01776  0.110
H 2.43213 -3.24206 -3.24366  0.114
H 2.75467 -6.02326 -2.31809  0.106
H 3.88368 -4.70241 -2.02139  0.124
H 3.34272 -5.87428 -4.79943  0.056
H 4.71138 -6.34602 -3.77442  0.067
H 4.58024 -4.68696 -4.39202  0.065

Computed properties:
* total charge: -2
* E_LUMO: 3.54 eV
* highest occupied orbital energy: -0.60 eV
* HOMO-LUMO gap: 4.1 eV



The calculated energies rank the structures as follows, beginning with the most stable: a, b.